No. 1
A cluster of 6 separate species, C16H46N10O8 in total in a non-equilibrium geometry. Source: the OMol25 dataset; level of theory: wB97M-V/def2-TZVPD.

Results
**Frontier orbital gap**: 9.032 eV
**Energy**: -48618.433 eV
**Relative energy (zero: lowest compared OMol25 entry of this formula, charge and spin)**: 82.0 kJ/mol
**E_LUMO**: 0.0182 Ha
**Largest force on an atom**: 0.096 Eh/bohr

Geometry (Å):
C: 0.10290 -1.74776 -5.22343
O: 1.26020 -1.01770 -4.95010
C: 2.29710 -1.68139 -4.24157
C: 3.32272 -0.59245 -3.70104
N: 2.58662 0.18530 -2.66176
C: 3.47975 1.19854 -2.18682
C: 2.77989 2.28041 -1.31342
O: 2.43068 1.86549 -0.00476
C: 2.11569 2.99172 0.77923
H: -0.63398 -1.48187 -4.46553
H: 0.15318 -2.83641 -5.20328
H: -0.29588 -1.41239 -6.18082
H: 2.75134 -2.38022 -4.94400
H: 1.88547 -2.20824 -3.38071
H: 3.69405 0.07984 -4.47450
H: 4.21212 -1.08534 -3.30847
H: 1.93120 0.74835 -3.18473
H: 3.96520 1.70285 -3.02235
H: 4.27059 0.72597 -1.60428
H: 1.87931 2.59780 -1.83907
H: 3.48428 3.11224 -1.31657
H: 1.31076 3.66309 0.48012
H: 3.00142 3.55470 1.07353
H: 1.72759 2.52175 1.68289
C: -6.20047 0.75805 4.31764
O: -5.15052 0.86454 3.30956
C: -4.04798 1.60254 3.75527
C: -2.76208 1.33612 2.93930
N: -2.81404 1.89520 1.66301
C: -1.56896 1.59513 0.92359
C: -1.64705 2.04506 -0.53529
O: -1.24615 3.41583 -0.55915
C: -1.36625 3.88946 -1.88866
H: -5.84947 0.31588 5.25005
H: -7.00972 0.08031 4.04583
H: -6.59907 1.72637 4.62028
H: -3.81403 1.49304 4.81422
H: -4.20262 2.64554 3.47894
H: -2.78116 0.25064 2.84194
H: -1.86825 1.71682 3.43351
H: -3.47550 1.52238 0.99699
H: -1.43896 0.51311 0.94417
H: -0.78392 2.16578 1.41972
H: -2.68098 1.99625 -0.87689
H: -1.03038 1.45062 -1.20942
H: -0.48594 3.44131 -2.34945
H: -1.22553 4.95513 -2.06934
H: -2.23654 3.55548 -2.45361
N: 2.37247 -3.98653 1.51823
C: 3.36018 -3.27165 1.99034
N: 4.39485 -4.00756 2.25909
O: 3.38134 -2.05556 2.12979
H: 2.34310 -4.98987 1.63027
H: 1.60187 -3.44243 1.15737
H: 5.24757 -3.53546 2.52379
H: 4.27097 -5.00916 2.29852
N: 0.28730 -0.17026 3.23784
C: 0.54856 0.66494 4.21246
N: 1.59104 1.44847 4.02123
O: -0.09977 0.56976 5.25517
H: -0.55514 -0.66610 3.49184
H: 0.63572 -0.02381 2.30121
H: 2.19178 1.37133 3.21298
H: 1.63983 2.23604 4.65167
N: -2.28477 -2.59631 -1.14536
C: -2.32427 -3.19655 -2.29055
N: -3.32471 -2.80789 -3.07627
O: -1.46524 -3.92972 -2.73944
H: -3.10552 -2.18530 -0.72400
H: -1.44852 -2.69967 -0.58851
H: -3.57671 -3.42296 -3.83671
H: -3.92433 -2.05837 -2.76199
N: 0.20854 -0.90842 -1.17009
C: 0.52018 -1.29835 0.01660
N: 1.54500 -0.66619 0.47565
O: 0.06028 -2.35147 0.44990
H: 1.06899 -0.69726 -1.65500
H: -0.57622 -1.37291 -1.60425
H: 1.85812 0.14645 -0.03588
H: 2.13092 -1.10209 1.17335

=====

No. 2
An isolated molecule of C3H5FN2S2 in a non-equilibrium geometry. Source: the OMol25 dataset; level of theory: wB97M-V/def2-TZVPD.

Results
**Frontier orbital gap**: 8.315 eV
**Energy**: -30557.079 eV
**Relative energy (zero: lowest compared OMol25 entry of this formula, charge and spin)**: 275.6 kJ/mol
**E_LUMO**: -0.0084 Ha
**Largest force on an atom**: 0.060 Eh/bohr

Geometry (Å):
C: 2.21873 -1.25283 -0.32894
C: 1.33120 -0.16346 -0.30248
F: 1.82133 1.13798 -0.09277
C: -0.16835 -0.15799 -0.15709
N: -0.83702 -1.13883 -0.69506
S: -2.43155 -1.27035 -0.17162
N: -0.71578 0.93953 0.61802
S: -1.36730 2.07322 -0.60395
H: 3.33520 -1.00368 -0.46921
H: 1.78512 -2.30224 -0.30224
H: -2.31778 -0.57001 1.20269
H: -0.05999 1.38174 1.20514
H: -2.59380 2.32692 0.09751